# 1
Entry from the Open Molecules 2025 dataset: 2 unconnected molecules or ions with the total composition C4H6F2O at a distorted geometry (the ωB97M-V functional and the def2-TZVPD basis).

Each atom is followed by the atoms it is bonded to, with distances in Å.
Element x y z (Å)
1 F 1.66371 -0.20793 -0.84483  C13 1.363
2 H -0.47384 1.23602 -2.61040  C6 1.083
3 H 0.26918 -2.03317 2.41946  O10 0.951
4 F -1.61095 0.70417 0.32317  C9 1.366
5 C 1.09775 -0.29398 1.82764  H8 1.077, O10 1.404, H11 1.149
6 C -1.12470 0.62597 -1.99665  H2 1.083, H7 1.145, C9 1.490, H12 1.135
7 H -1.21094 -0.44124 -2.40130  C6 1.145
8 H 0.46480 0.15720 2.57264  C5 1.077
9 C -0.60988 0.58697 -0.59933  F4 1.366, C6 1.490, C13 1.322
10 O 0.95359 -1.69075 1.85457  H3 0.951, C5 1.404
11 H 2.17196 0.09803 1.71700  C5 1.149
12 H -2.13616 1.12572 -2.11735  C6 1.135
13 C 0.54549 0.13299 -0.14464  F1 1.363, C9 1.322

Values from the calculation:
Orbital gap ... 9.894 eV
Energy relative to the best compared isomer or geometry (same formula, charge and spin) ... 82.8 kcal per mole
2S+1 ... 1
Energy ... -430.8519 Ha


# 2
Entry from the Open Molecules 2025 dataset: 2 unconnected molecules or ions with the total composition C3H7O2S at a distorted geometry (the ωB97M-V functional and the def2-TZVPD basis).

Each atom is followed by the atoms it is bonded to, with distances in Å.
Element x y z (Å)
1 S -1.79156 1.72433 0.72323  C13 1.835
2 C 1.69828 -0.62133 0.37772  C5 1.538, O6 1.204, H11 1.119
3 H -0.34330 -0.82455 1.21330  C5 1.088
4 H -0.00494 0.96687 -0.72140  C13 1.105
5 C 0.45108 -0.08952 1.10346  C2 1.538, H3 1.088, H12 1.126, C13 1.553
6 O 2.29333 -1.63687 0.63169  C2 1.204
7 H -1.75684 -0.43100 -1.25767  O9 0.971
8 H 0.69209 1.93181 0.51023  C13 1.097
9 O -1.76601 -0.66486 -2.20017  H7 0.971, H10 0.961
10 H -2.08733 -1.56927 -2.25012  O9 0.961
11 H 1.81521 -0.10596 -0.60811  C2 1.119
12 H 0.88067 0.15324 2.11539  C5 1.126
13 C -0.08068 1.16710 0.36246  S1 1.835, H4 1.105, C5 1.553, H8 1.097

Values from the calculation:
Orbital gap ... 6.440 eV
Charge ... -1
Energy relative to the best compared isomer or geometry (same formula, charge and spin) ... 32.2 kcal per mole
2S+1 ... 1
Energy ... -667.1920 Ha


# 3
Entry from the Open Molecules 2025 dataset: 3 unconnected molecules or ions with the total composition C5H11NO3 at a distorted geometry (the ωB97M-V functional and the def2-TZVPD basis).

Each atom is followed by the atoms it is bonded to, with distances in Å.
Element x y z (Å)
1 O -2.41878 -0.44088 0.89052  C14 1.364, C20 1.437
2 N -0.09433 -0.73181 0.37030  C14 1.303
3 H -3.72795 0.73658 -0.11716  C20 1.087
4 C 2.59342 1.20592 -0.38010  H5 1.147, H10 1.193, H11 1.096, C18 1.514
5 H 3.63964 0.74543 -0.47236  C4 1.147
6 H 2.58367 0.09764 -2.28945  C18 1.074
7 H -4.31440 0.14566 1.50031  C20 1.108
8 H 0.19206 -3.40266 0.47875  C12 1.104
9 H 1.39080 -2.54303 -0.40770  C12 1.023
10 H 2.06463 0.72014 0.57300  C4 1.193
11 H 2.45905 2.28930 -0.47287  C4 1.096
12 C 0.92874 -2.58057 0.50410  H8 1.104, H9 1.023, H17 1.022
13 H -3.11250 1.53977 1.20775  C20 1.089
14 C -1.20851 -0.05649 0.39380  O1 1.364, N2 1.303, O15 1.335
15 O -1.21606 1.23343 0.05084  C14 1.335, H19 0.993
16 O 0.78050 0.72437 -1.89114  C18 1.196
17 H 1.43454 -2.16875 1.29140  C12 1.022
18 C 1.92910 0.58153 -1.58926  C4 1.514, H6 1.074, O16 1.196
19 H -0.44273 1.35560 -0.56049  O15 0.993
20 C -3.46089 0.54881 0.91975  O1 1.437, H3 1.087, H7 1.108, H13 1.089

Values from the calculation:
Orbital gap (spin up / spin down) ... 8.411 / 8.414 eV
Energy relative to the best compared isomer or geometry (same formula, charge and spin) ... 137.6 kcal per mole
2S+1 ... 1
Energy ... -477.4062 Ha


Q: Number 3 is which compound?
A: C5H11NO3


Q: Among the records above, which one has the highest energy?
A: C4H6F2O